{"formula": "C3H5NO", "method": "ωB97M-V with the def2-TZVPD basis set", "energy_ev": -6725.6898, "relative_energy_ev": 3.883, "orbital_gap_ev": 9.3, "molar_mass_g_mol": 71.08, "e_lumo_ev": -0.8117, "species": ["C", "C", "C", "H", "H", "H", "H", "H", "N", "O"], "positions_angstrom": [[-0.560, 0.511, -0.269], [0.371, -0.521, 0.204], [-0.092, -1.587, 0.805], [1.320, 1.830, -0.293], [-0.277, 2.368, -1.265], [1.443, -0.420, -0.216], [0.562, -2.463, 1.069], [-1.062, -1.602, 1.206], [0.052, 1.291, -1.187], [-1.756, 0.592, -0.054]], "forces_ev_per_angstrom": [[-1.5, 0.0, 0.7], [1.9, -0.3, -1.2], [2.0, -1.6, 1.1], [-3.4, -1.8, -2.8], [0.0, -3.6, 0.1], [-1.9, -0.4, 0.9], [-0.7, 1.0, -0.4], [-1.4, -0.1, 0.1], [4.6, 7.1, 1.1], [0.4, -0.3, 0.3]], "nbo_charge": [0.57, -0.33, -0.28, 0.28, 0.40, 0.22, 0.20, 0.21, -0.72, -0.57]}